No. 1
C21H63I2N21O9Si | ωB97M-V with the def2-TZVPD basis set

```
117
Properties=species:S:1:pos:R:3:lowdin_charge:R:1
C 5.77 2.21 -3.24 -0.14
C 5.05 3.71 -3.10 -0.26
C 3.94 4.00 -4.29 -0.27
C 2.38 4.05 -3.77 -0.29
Si 1.99 2.30 -2.97 0.56
C 2.19 0.86 -4.22 -0.30
C 0.89 0.55 -5.16 -0.29
C 1.10 -0.66 -6.27 -0.21
C 2.56 -0.66 -7.01 -0.24
N 2.59 -1.51 -8.30 -0.02
C 3.33 -0.66 -9.33 -0.40
N 4.68 -0.33 -9.20 0.07
N 2.61 -0.08 -10.56 0.03
C 0.34 2.32 -1.98 -0.82
I -1.47 2.61 -3.25 0.73
C 0.17 1.07 -0.90 -0.80
C 0.65 -0.39 -1.47 -0.17
I -1.86 1.07 -0.04 0.87
H 6.90 2.22 -2.92 0.07
H 5.19 1.50 -2.48 0.06
H 5.63 1.77 -4.32 0.07
H 4.62 3.86 -2.01 0.08
H 5.94 4.48 -3.22 0.11
H 4.04 3.19 -5.15 0.09
H 4.21 5.05 -4.77 0.11
H 1.60 4.37 -4.58 0.07
H 2.30 4.82 -2.86 0.09
H 3.06 2.12 -1.96 0.01
H 3.07 1.17 -4.96 0.07
H 2.56 -0.16 -3.73 0.10
H -0.03 0.20 -4.49 0.05
H 0.51 1.49 -5.78 0.11
H 0.90 -1.74 -5.82 0.12
H 0.29 -0.46 -7.12 0.11
H 3.39 -1.03 -6.25 0.12
H 2.82 0.46 -7.27 0.12
H 1.61 -1.59 -8.69 0.09
H 5.07 -0.75 -8.30 0.04
H 1.83 0.48 -10.16 0.07
H 2.26 -0.88 -11.15 0.08
H 0.37 3.30 -1.30 0.07
H 0.91 1.34 0.00 0.11
H 0.26 -1.20 -0.69 0.05
H 1.83 -0.49 -1.43 0.11
H 0.21 -0.69 -2.51 0.08
C -4.39 -0.56 2.87 -0.71
O -3.34 -1.00 3.31 -0.01
N -4.48 0.07 1.69 0.12
N -5.55 -0.67 3.53 0.15
H -5.33 0.44 1.31 0.10
H -3.62 0.18 1.16 -0.14
H -5.53 -1.15 4.43 0.08
H -6.43 -0.32 3.19 0.10
C -0.84 0.07 6.69 -0.74
O 0.03 0.00 7.54 0.02
N -0.57 0.30 5.39 0.18
N -2.14 -0.07 6.97 0.15
H -1.27 0.37 4.68 0.09
H 0.40 0.42 5.14 0.11
H -2.39 -0.25 7.94 0.12
H -2.88 -0.01 6.29 0.11
C -2.61 6.66 -6.00 -0.73
O -2.85 7.32 -7.00 0.02
N -3.04 7.00 -4.78 0.15
N -1.88 5.52 -6.04 0.15
H -2.85 6.47 -3.94 0.09
H -3.59 7.85 -4.70 0.11
H -1.54 5.23 -6.94 0.11
H -1.67 4.97 -5.23 0.01
C 6.67 2.95 0.26 -0.71
O 5.51 2.86 -0.12 0.00
N 7.23 4.13 0.62 0.16
N 7.49 1.89 0.37 0.16
H 8.18 4.22 0.94 0.10
H 6.65 4.95 0.55 0.11
H 7.10 0.99 0.11 0.11
H 8.44 1.95 0.68 0.10
C -8.25 -1.63 6.15 -0.69
O -7.48 -1.18 5.31 0.01
N -8.58 -0.97 7.27 0.16
N -8.82 -2.84 6.03 0.16
H -9.21 -1.32 7.97 0.10
H -8.17 -0.05 7.40 0.11
H -8.59 -3.38 5.20 0.12
H -9.45 -3.24 6.70 0.10
C 0.84 -2.69 1.90 -0.72
O 1.56 -3.00 0.96 0.01
N 1.27 -2.69 3.18 0.15
N -0.44 -2.31 1.74 0.16
H 0.69 -2.44 3.96 0.09
H 2.23 -2.96 3.34 0.11
H -0.80 -2.30 0.79 0.09
H -1.05 -2.05 2.49 0.08
C -1.52 -3.17 -7.06 -0.71
O -0.75 -2.72 -7.90 0.01
N -1.85 -2.50 -5.94 0.16
N -2.09 -4.38 -7.18 0.15
H -2.48 -2.86 -5.24 0.10
H -1.44 -1.59 -5.81 0.09
H -1.87 -4.92 -8.01 0.11
H -2.72 -4.77 -6.51 0.10
C -1.62 -3.81 7.93 -0.72
O -2.83 -3.91 7.82 0.03
N -0.84 -4.82 8.36 0.13
N -0.96 -2.67 7.64 0.17
H 0.16 -4.75 8.46 0.11
H -1.30 -5.69 8.59 0.11
H -1.51 -1.89 7.31 0.05
H 0.04 -2.57 7.73 0.10
C -1.22 -4.54 12.61 -0.72
O -1.33 -5.22 13.62 0.02
N -1.16 -5.07 11.37 0.15
N -1.13 -3.20 12.64 0.15
H -1.07 -4.53 10.53 0.06
H -1.22 -6.08 11.30 0.11
H -1.17 -2.76 13.55 0.11
H -1.04 -2.62 11.83 0.10
```

LUMO in eV: -0.40
HOMO in eV: -9.02
Gap between HOMO and LUMO in eV: 8.63
Multiplicity: 1
M in g mol⁻¹: 1035.77


No. 2
C21H63O28P7 | ωB97M-V with the def2-TZVPD basis set

```
119
Properties=species:S:1:pos:R:3:lowdin_charge:R:1
C 2.23 -6.68 8.19 -0.09
O 2.63 -5.50 7.45 -0.23
P 1.79 -4.13 7.63 0.44
O 1.24 -3.87 8.98 -0.25
O 2.81 -2.91 7.17 -0.23
C 3.59 -2.22 8.15 -0.12
O 0.72 -4.22 6.48 -0.22
C -0.49 -4.97 6.64 -0.09
H 1.61 -6.51 9.06 0.08
H 3.14 -7.20 8.50 0.09
H 1.66 -7.30 7.48 0.09
H 2.94 -1.53 8.69 0.08
H 4.22 -1.44 7.72 0.08
H 4.17 -2.86 8.82 0.09
H -0.61 -5.33 7.66 0.09
H -0.58 -5.75 5.89 0.09
H -1.24 -4.20 6.48 0.09
C -0.50 1.67 -1.72 -0.11
O -1.23 1.07 -0.69 -0.23
P -0.92 -0.41 -0.10 0.41
O -0.77 -1.51 -1.05 -0.23
O -2.11 -0.64 0.99 -0.24
C -3.37 -1.27 0.75 -0.08
O 0.42 -0.22 0.75 -0.19
C 0.48 0.70 1.80 -0.14
H -0.45 1.01 -2.58 0.09
H 0.53 1.96 -1.50 0.09
H -1.14 2.52 -1.96 0.09
H -3.33 -2.29 1.14 0.09
H -3.65 -1.20 -0.30 0.09
H -4.12 -0.73 1.33 0.08
H -0.44 1.24 2.02 0.08
H 1.15 1.55 1.68 0.09
H 0.77 0.17 2.71 0.09
C 0.33 4.28 -9.51 -0.10
O -0.57 3.81 -10.49 -0.23
P -2.13 4.19 -10.56 0.47
O -2.47 5.63 -10.45 -0.24
O -2.87 3.27 -9.43 -0.23
C -2.63 1.90 -9.20 -0.12
O -2.74 3.41 -11.85 -0.21
C -2.93 4.01 -13.07 -0.15
H 0.49 3.42 -8.86 0.09
H -0.03 5.17 -8.98 0.09
H 1.29 4.60 -9.91 0.09
H -3.59 1.42 -9.02 0.09
H -2.05 1.72 -8.30 0.08
H -2.15 1.42 -10.05 0.09
H -2.63 3.33 -13.87 0.08
H -2.50 5.00 -13.24 0.10
H -3.99 4.00 -13.30 0.09
C 5.36 7.97 5.77 -0.12
O 4.51 6.86 6.03 -0.23
P 3.10 6.62 5.21 0.46
O 2.21 7.79 5.21 -0.24
O 3.56 6.15 3.77 -0.22
C 4.00 7.03 2.72 -0.06
O 2.52 5.22 5.90 -0.21
C 2.00 5.30 7.20 -0.14
H 4.87 8.85 5.38 0.09
H 6.20 7.68 5.14 0.08
H 5.78 8.23 6.74 0.09
H 4.18 6.51 1.78 0.09
H 4.96 7.43 3.04 0.07
H 3.29 7.85 2.63 0.09
H 1.73 6.33 7.42 0.08
H 2.77 5.00 7.91 0.09
H 1.08 4.76 7.43 0.09
C -10.57 3.69 2.59 -0.07
O -10.59 3.15 1.23 -0.24
P -9.16 3.32 0.41 0.45
O -8.76 4.78 0.24 -0.27
O -8.11 2.46 1.22 -0.23
C -7.29 3.15 2.12 -0.12
O -9.40 2.49 -0.93 -0.21
C -8.31 2.28 -1.84 -0.10
H -10.22 4.72 2.48 0.08
H -9.96 3.03 3.20 0.08
H -11.61 3.74 2.92 0.09
H -7.77 4.08 2.43 0.08
H -6.29 3.27 1.71 0.10
H -7.37 2.43 2.94 0.09
H -8.36 1.26 -2.23 0.09
H -7.26 2.46 -1.61 0.09
H -8.63 2.87 -2.70 0.09
C -0.01 -12.42 -0.12 -0.10
O 0.84 -11.27 -0.01 -0.20
P 0.06 -9.91 0.32 0.49
O -0.84 -9.89 1.54 -0.28
O -0.75 -9.49 -1.02 -0.23
C -1.70 -8.51 -1.09 -0.14
O 1.30 -8.83 0.45 -0.24
C 1.08 -7.45 0.77 -0.09
H -0.74 -12.45 0.69 0.09
H 0.60 -13.30 0.11 0.09
H -0.42 -12.63 -1.11 0.09
H -1.18 -7.66 -1.54 0.09
H -1.92 -8.22 -0.06 0.08
H -2.55 -8.75 -1.73 0.10
H 1.74 -7.14 1.59 0.09
H 0.04 -7.27 1.05 0.08
H 1.29 -6.88 -0.13 0.09
C 8.66 0.45 -3.82 -0.09
O 7.31 0.05 -4.10 -0.23
P 6.12 1.07 -3.78 0.40
O 6.43 2.48 -3.95 -0.22
O 4.92 0.50 -4.73 -0.21
C 4.65 -0.84 -4.90 -0.14
O 5.59 0.63 -2.32 -0.22
C 6.44 0.80 -1.14 -0.07
H 9.08 -0.48 -3.44 0.09
H 8.86 1.28 -3.16 0.08
H 9.09 0.69 -4.80 0.09
H 5.00 -1.20 -5.87 0.09
H 3.57 -0.97 -4.89 0.09
H 5.04 -1.43 -4.07 0.09
H 7.28 1.46 -1.37 0.07
H 6.75 -0.12 -0.65 0.09
H 5.89 1.35 -0.37 0.08
```

ΔE to the lowest compared entry with this formula, charge and spin in kJ/mol: 441.1
LUMO in eV: 0.24
SMILES: COP(=O)(OC)OC.COP(=O)(OC)OC.COP(=O)(OC)OC.COP(=O)(OC)OC.COP(=O)(OC)OC.COP(=O)(OC)OC.COP(=O)(OC)OC
HOMO in eV: -10.30
Gap between HOMO and LUMO in eV: 10.54
Multiplicity: 1
M in g mol⁻¹: 980.53


No. 3
C21H64N10O9 | ωB97M-V with the def2-TZVPD basis set

```
104
Properties=species:S:1:pos:R:3:lowdin_spin:R:1
C -1.39 3.99 -4.35 0.00
O -0.03 3.74 -4.21 0.00
H -1.55 5.01 -4.00 0.00
H -1.71 3.85 -5.38 0.00
H -1.93 3.22 -3.81 0.00
H 0.16 3.88 -3.28 0.00
C -1.42 2.72 3.53 0.00
O -2.47 1.88 3.87 0.00
H -0.47 2.42 3.96 0.00
H -1.33 2.77 2.44 0.00
H -1.48 3.76 3.84 0.00
H -3.33 2.22 3.60 0.00
C 4.22 -3.46 2.20 0.00
O 3.05 -3.39 2.33 0.00
N 4.91 -4.50 2.42 0.00
N 5.03 -2.43 1.93 0.00
H 4.47 -5.39 2.25 0.00
H 5.92 -4.38 2.39 0.00
H 4.57 -1.54 1.80 0.00
H 5.99 -2.64 1.73 0.00
C -0.02 -0.23 5.38 0.00
O -0.51 0.52 6.17 0.00
N 0.94 -0.98 5.68 0.00
N -0.39 -0.36 4.21 0.00
H 1.54 -1.26 4.91 0.00
H 1.19 -0.93 6.66 0.00
H 0.29 -0.65 3.52 0.00
H -1.25 0.14 4.06 0.00
C 4.34 1.57 3.19 0.00
O 4.32 0.41 2.84 0.00
N 5.40 2.32 3.20 0.00
N 3.27 2.12 3.79 0.00
H 6.31 2.01 2.89 0.00
H 5.32 3.23 3.63 0.00
H 3.35 3.09 4.05 0.00
H 2.70 1.37 4.15 0.00
C 2.18 -2.68 -4.99 0.00
C 3.23 -1.52 -5.02 0.00
C 3.59 -0.98 -3.58 0.00
O 4.60 -1.69 -2.81 0.00
C 4.73 -1.01 -1.60 0.00
N 4.54 -1.94 -5.62 0.00
H 1.66 -2.93 -5.91 0.00
H 1.31 -2.40 -4.39 0.00
H 2.72 -3.54 -4.60 0.00
H 2.74 -0.74 -5.61 0.00
H 2.66 -0.93 -3.03 0.00
H 3.74 0.10 -3.61 0.00
H 5.15 -1.62 -0.81 0.00
H 3.78 -0.78 -1.10 0.00
H 5.32 -0.11 -1.76 0.00
H 5.13 -1.13 -5.54 0.00
H 5.06 -2.56 -5.01 0.00
C -5.40 3.02 -3.92 0.00
C -5.26 2.14 -2.66 0.00
C -3.86 2.02 -2.04 0.00
O -3.91 1.27 -0.81 0.03
C -2.77 1.51 0.01 0.00
N -6.05 2.83 -1.65 0.00
H -6.36 3.46 -4.18 0.00
H -4.98 2.47 -4.76 0.00
H -4.86 3.95 -3.74 0.00
H -5.63 1.14 -2.87 0.00
H -3.42 3.00 -1.84 0.00
H -3.22 1.42 -2.69 0.00
H -1.79 1.28 -0.40 0.00
H -2.99 0.84 0.84 0.00
H -2.89 2.50 0.45 0.00
H -5.75 3.76 -1.43 0.00
H -5.80 2.30 -0.82 0.00
C -3.55 -2.36 -1.75 0.01
C -4.50 -2.19 -0.52 0.10
C -3.60 -2.21 0.73 0.08
O -4.53 -1.98 1.82 0.09
C -4.06 -2.31 3.06 0.01
N -5.35 -1.02 -0.78 0.58
H -2.76 -1.62 -1.92 0.00
H -4.12 -2.39 -2.68 0.00
H -3.17 -3.37 -1.63 0.00
H -5.19 -3.02 -0.43 0.02
H -2.89 -1.39 0.63 0.01
H -2.97 -3.08 0.91 0.00
H -3.09 -1.83 3.22 0.00
H -3.73 -3.35 3.06 0.01
H -4.71 -2.05 3.90 0.00
H -4.72 -0.24 -0.95 0.02
H -5.73 -0.80 0.13 0.02
C 0.12 -1.20 0.88 0.00
C 1.51 -0.61 1.10 0.00
C 1.56 0.92 0.90 0.00
O 0.92 1.57 -0.22 0.00
C 1.61 1.09 -1.42 0.00
N 1.93 -0.91 2.46 0.00
H -0.69 -0.64 1.36 0.00
H 0.06 -2.21 1.29 0.00
H -0.04 -1.32 -0.20 0.00
H 2.20 -1.03 0.37 0.00
H 2.61 1.20 0.89 0.00
H 1.13 1.36 1.81 0.00
H 1.66 0.00 -1.49 0.00
H 2.68 1.31 -1.43 0.00
H 1.26 1.52 -2.35 0.00
H 2.11 -1.90 2.58 0.00
H 2.83 -0.47 2.60 0.00
```

Net charge: +1
LUMO (alpha / beta) in eV: -2.06 / -8.16
HOMO (alpha / beta) in eV: -10.60 / -10.60
Gap between HOMO and LUMO (alpha / beta) in eV: 8.54 / 2.44
Multiplicity: 2
M in g mol⁻¹: 600.80


No. 4
C21H64N15O10 | ωB97M-V with the def2-TZVPD basis set

```
110
Properties=species:S:1:pos:R:3:lowdin_spin:R:1
C 0.66 -1.88 -0.42 0.00
C 0.08 -1.06 0.66 0.00
C -1.45 -1.05 0.62 0.00
O 0.62 -1.23 1.98 0.00
H 0.56 -2.96 -0.27 0.00
H 1.72 -1.70 -0.60 0.00
H 0.15 -1.67 -1.36 0.00
H 0.29 -0.03 0.36 0.00
H -1.80 -1.05 -0.41 0.00
H -1.93 -0.22 1.14 0.00
H -1.82 -1.96 1.10 0.00
C 2.14 2.81 2.44 0.00
C 0.66 2.67 2.75 0.00
C -0.18 3.01 1.44 0.00
O -0.15 4.45 1.08 0.00
C -1.03 5.16 1.86 0.00
N 0.28 1.37 3.27 0.00
H 2.47 3.83 2.21 0.00
H 2.36 2.30 1.50 0.00
H 2.73 2.49 3.30 0.00
H 0.44 3.43 3.51 0.00
H -1.17 2.57 1.51 0.00
H 0.32 2.50 0.62 0.00
H -0.86 6.23 1.97 0.00
H -1.16 4.77 2.87 0.00
H -2.05 4.98 1.52 0.00
H 0.50 0.63 2.62 0.00
H 0.97 1.27 4.00 0.00
C -2.51 -1.30 -4.53 0.05
C -2.73 0.28 -4.40 0.05
C -2.21 0.85 -3.14 0.03
O -2.82 2.14 -2.98 0.04
C -2.75 2.72 -1.72 0.03
N -2.05 0.87 -5.53 0.01
H -2.98 -1.75 -5.40 0.01
H -2.99 -1.75 -3.67 0.03
H -1.46 -1.60 -4.50 0.00
H -3.81 0.40 -4.44 0.04
H -1.13 0.96 -3.24 0.00
H -2.48 0.08 -2.42 0.01
H -3.51 2.19 -1.14 0.01
H -2.87 3.80 -1.74 0.00
H -1.81 2.43 -1.25 0.00
H -2.26 0.32 -6.35 0.00
H -1.06 1.05 -5.54 0.00
C 2.78 0.72 -2.22 0.00
C 4.19 0.92 -2.80 0.00
C 4.78 2.38 -2.54 0.00
O 5.95 2.63 -3.20 0.00
C 6.41 3.99 -3.28 0.00
N 5.06 -0.05 -2.16 0.00
H 2.05 1.27 -2.82 0.00
H 2.72 0.90 -1.15 0.00
H 2.44 -0.30 -2.39 0.00
H 4.04 0.68 -3.85 0.00
H 4.95 2.54 -1.47 0.00
H 4.03 3.11 -2.84 0.00
H 6.79 4.14 -2.27 0.00
H 5.63 4.70 -3.54 0.00
H 7.24 4.04 -3.99 0.00
H 6.03 0.06 -2.43 0.00
H 5.21 0.23 -1.21 0.00
C -3.36 2.88 4.38 0.00
O -2.97 3.88 4.99 0.00
N -2.65 2.03 3.74 0.00
N -4.59 2.48 4.25 0.00
H -3.09 1.18 3.40 0.00
H -1.66 2.14 3.57 0.00
H -4.90 1.71 3.68 0.00
H -5.23 3.09 4.74 0.00
C -4.08 -3.62 2.74 0.01
O -3.27 -3.04 3.41 0.00
N -5.25 -3.13 2.32 0.01
N -4.09 -4.80 2.30 0.00
H -5.44 -2.15 2.43 0.01
H -5.82 -3.74 1.76 0.02
H -3.21 -5.29 2.29 0.00
H -4.98 -5.27 2.20 0.00
C 3.90 -3.13 -3.78 0.00
O 3.35 -4.11 -4.22 0.00
N 4.93 -2.49 -4.22 0.00
N 3.54 -2.48 -2.75 0.00
H 5.49 -3.00 -4.89 0.00
H 5.03 -1.54 -3.90 0.00
H 2.74 -2.93 -2.32 0.00
H 4.04 -1.72 -2.32 0.00
C 4.27 -1.70 2.15 0.00
O 5.48 -1.75 2.38 0.00
N 3.60 -0.72 1.63 0.00
N 3.47 -2.70 2.39 0.00
H 4.09 0.15 1.44 0.00
H 2.62 -0.88 1.45 0.00
H 2.48 -2.53 2.30 0.00
H 3.81 -3.49 2.92 0.00
C -0.49 -5.02 2.41 0.00
O -1.39 -5.67 1.92 0.00
N 0.56 -4.53 1.83 0.00
N -0.50 -4.67 3.66 0.00
H 1.10 -3.77 2.22 0.00
H 0.60 -4.74 0.84 0.00
H -1.28 -4.93 4.25 0.00
H 0.39 -4.54 4.11 0.00
C -4.85 0.23 0.94 0.09
O -4.64 0.43 2.17 0.03
N -4.58 -0.88 0.27 0.06
N -5.49 1.01 0.19 0.08
H -4.91 -0.92 -0.69 0.14
H -3.81 -1.41 0.65 0.01
H -5.50 1.98 0.47 0.02
H -5.67 0.79 -0.78 0.15
```

ΔE to the lowest compared entry with this formula, charge and spin in kJ/mol: 0.0
Net charge: -2
LUMO (alpha / beta) in eV: 3.40 / 3.36
HOMO (alpha / beta) in eV: 2.07 / -2.81
Gap between HOMO and LUMO (alpha / beta) in eV: 1.33 / 6.18
Multiplicity: 2
M in g mol⁻¹: 686.84


Question: What is the formula in the third record?
Answer: C21H64N10O9


Question: Which value of M does entry 2 give?
Answer: 980.53 g mol⁻¹